Model A:
Density functional theory data (ωB97M-V with the def2-TZVPD basis set) for a cluster of 10 separate species, C35H40F5N5O15 in total.

## Properties
E_LUMO = 0.346 eV
HOMO level = -8.0 eV
Orbital gap = 0.30557 Ha
SMILES string = O=C1OC[C@@H](F)O1.O=C1OC[C@@H](F)O1.O=C1OC[C@@H](F)O1.O=C1OC[C@@H](F)O1.O=C1OC[C@@H](F)O1.c1cc[nH]c1.c1cc[nH]c1.c1cc[nH]c1.c1cc[nH]c1.c1cc[nH]c1

```
! RIJCOSX wB97M-V def2-TZVPD def2/J DEFGRID3
* xyz 0 1
O 2.27 4.70 0.66
C 1.09 4.48 0.64
O 0.19 4.68 1.69
C -0.98 4.00 1.36
C -0.92 3.87 -0.10
F -1.48 4.97 -0.78
O 0.44 3.93 -0.46
H -0.99 2.96 1.82
H -1.88 4.56 1.63
H -1.39 2.97 -0.44
O 1.77 1.87 -3.16
C 1.76 3.05 -3.15
O 2.81 3.83 -2.89
C 2.39 5.18 -2.93
C 0.98 5.12 -3.57
F 1.00 5.43 -4.91
O 0.63 3.78 -3.44
H 2.32 5.58 -1.88
H 3.15 5.72 -3.42
H 0.25 5.76 -3.09
O -2.16 -1.79 -2.42
C -1.92 -0.71 -2.81
O -0.81 -0.34 -3.48
C -0.90 1.06 -3.88
C -2.43 1.33 -3.62
F -3.09 1.03 -4.77
O -2.80 0.34 -2.74
H -0.29 1.58 -3.14
H -0.55 1.33 -4.87
H -2.88 2.33 -3.20
O -4.21 2.87 -0.12
C -4.01 1.76 0.18
O -2.79 1.15 0.20
C -3.04 -0.26 0.59
C -4.53 -0.33 0.90
F -4.77 -0.30 2.22
O -5.03 0.90 0.51
H -2.89 -0.98 -0.28
H -2.32 -0.60 1.35
H -5.04 -1.16 0.38
O 0.09 0.45 0.39
C 1.26 0.50 0.05
O 2.08 1.46 0.44
C 3.30 1.24 -0.23
C 3.26 -0.26 -0.47
F 3.64 -0.97 0.66
O 1.88 -0.48 -0.62
H 3.30 1.78 -1.18
H 4.16 1.58 0.41
H 3.86 -0.61 -1.30
C -6.90 -3.28 0.26
C -5.90 -3.32 -0.72
C -4.72 -3.64 -0.16
N -4.89 -3.69 1.21
C -6.23 -3.48 1.46
H -7.88 -2.97 0.13
H -6.13 -3.14 -1.75
H -3.74 -3.71 -0.53
H -4.42 -4.08 1.95
H -6.46 -3.59 2.52
C 0.87 -4.85 0.20
C 0.29 -5.33 -0.95
C -0.71 -4.42 -1.38
N -0.53 -3.28 -0.53
C 0.38 -3.59 0.41
H 1.60 -5.34 0.78
H 0.58 -6.28 -1.50
H -1.26 -4.40 -2.24
H -0.96 -2.39 -0.61
H 0.77 -2.86 1.14
C 5.08 -2.69 -3.17
C 4.09 -1.60 -3.51
C 2.89 -2.04 -2.99
N 3.08 -3.20 -2.29
C 4.45 -3.60 -2.43
H 6.10 -2.61 -3.43
H 4.29 -0.74 -4.20
H 1.88 -1.63 -3.06
H 2.48 -3.89 -1.85
H 4.79 -4.56 -2.05
C 3.59 1.07 5.74
C 4.71 1.11 4.89
C 4.44 2.03 3.88
N 3.15 2.38 4.03
C 2.69 1.98 5.27
H 3.41 0.57 6.64
H 5.65 0.51 4.98
H 4.87 2.00 2.95
H 2.67 3.10 3.42
H 1.75 2.31 5.74
C -1.56 -1.39 3.75
C -0.60 -2.42 3.76
C 0.68 -1.88 3.87
N 0.49 -0.54 4.05
C -0.88 -0.29 3.90
H -2.58 -1.65 3.86
H -0.78 -3.49 3.62
H 1.60 -2.33 3.88
H 1.24 0.08 4.27
H -1.20 0.74 4.11
*
```

Atomic partial charges in e from the Löwdin method, atoms 1 to 99: O 0.15; C -0.46; O 0.08; C -0.10; C -0.29; F 0.04; O 0.10; H 0.16; H 0.16; H 0.14; O 0.16; C -0.55; O 0.10; C -0.03; C -0.28; F 0.06; O 0.11; H 0.14; H 0.13; H 0.17; O 0.17; C -0.54; O 0.08; C -0.01; C -0.30; F 0.06; O 0.10; H 0.09; H 0.15; H 0.21; O 0.18; C -0.54; O 0.03; C -0.01; C -0.34; F 0.07; O 0.14; H 0.12; H 0.11; H 0.14; O 0.13; C -0.56; O 0.08; C -0.04; C -0.26; F 0.05; O 0.13; H 0.12; H 0.16; H 0.13; C -0.09; C -0.13; C -0.13; N 0.04; C -0.13; H 0.08; H 0.10; H 0.08; H 0.11; H 0.11; C -0.15; C -0.14; C -0.07; N 0.05; C -0.16; H 0.08; H 0.11; H 0.06; H 0.09; H 0.11; C -0.11; C -0.09; C -0.18; N 0.04; C -0.13; H 0.07; H 0.10; H 0.11; H 0.12; H 0.11; C -0.12; C -0.10; C -0.15; N -0.01; C -0.15; H 0.08; H 0.11; H 0.08; H 0.18; H 0.12; C -0.15; C -0.11; C -0.12; N 0.05; C -0.16; H 0.09; H 0.10; H 0.09; H 0.10


Model B:
Density functional theory data (ωB97M-V with the def2-TZVPD basis set) for a cluster of 10 separate species, C35H40F5N5O15 in total.

## Properties
E_LUMO = 0.072 eV
HOMO level = -7.7 eV
Orbital gap = 0.28559 Ha
SMILES string = O=C1OC[C@@H](F)O1.O=C1OC[C@@H](F)O1.O=C1OC[C@@H](F)O1.O=C1OC[C@@H](F)O1.O=C1OC[C@@H](F)O1.c1cc[nH]c1.c1cc[nH]c1.c1cc[nH]c1.c1cc[nH]c1.c1cc[nH]c1

```
! RIJCOSX wB97M-V def2-TZVPD def2/J DEFGRID3
* xyz 0 1
O 3.20 2.63 16.19
C 2.61 3.50 16.88
O 2.98 3.79 18.08
C 2.20 4.88 18.68
C 0.92 4.63 17.96
F 0.39 5.77 17.56
O 1.37 3.96 16.73
H 2.10 4.75 19.76
H 2.68 5.80 18.37
H 0.20 4.06 18.55
O -2.12 4.00 15.69
C -1.41 3.24 15.11
O -1.56 1.90 15.23
C -0.78 1.22 14.36
C 0.29 2.22 13.99
F 0.43 2.14 12.65
O -0.42 3.49 14.32
H -0.38 0.30 14.79
H -1.48 0.81 13.63
H 1.26 1.94 14.39
O -3.51 9.13 25.65
C -3.64 8.20 24.91
O -2.72 7.82 24.00
C -3.25 6.76 23.31
C -4.49 6.35 24.08
F -4.26 5.38 25.01
O -4.77 7.56 24.67
H -3.47 7.11 22.30
H -2.60 5.90 23.11
H -5.26 5.93 23.43
O 0.54 7.58 22.40
C 0.95 7.16 23.51
O 1.79 7.68 24.49
C 2.24 6.59 25.27
C 0.88 5.91 25.42
F 0.07 6.54 26.25
O 0.42 6.04 24.05
H 2.88 5.92 24.69
H 2.69 6.87 26.22
H 0.94 4.83 25.58
O 0.32 12.72 18.72
C 0.83 11.68 18.68
O 2.12 11.50 18.65
C 2.47 10.16 18.82
C 1.22 9.39 18.40
F 0.95 8.35 19.20
O 0.26 10.49 18.46
H 3.32 9.97 18.18
H 2.68 9.87 19.85
H 1.20 9.00 17.38
C -0.77 2.65 25.12
C -0.61 2.08 23.89
C 0.24 0.97 24.01
N 0.37 0.64 25.34
C -0.18 1.71 26.01
H -1.16 3.64 25.32
H -0.91 2.44 22.92
H 0.83 0.36 23.35
H 0.86 -0.12 25.78
H -0.07 1.66 27.08
C -3.01 7.83 15.59
C -4.17 8.53 15.78
C -3.93 9.53 16.74
N -2.60 9.50 16.99
C -2.13 8.42 16.36
H -2.85 6.92 15.03
H -5.12 8.32 15.33
H -4.52 10.34 17.13
H -2.00 10.09 17.55
H -1.12 8.12 16.56
C -6.20 6.37 17.60
C -5.46 5.29 17.10
C -5.06 4.56 18.16
N -5.23 5.26 19.33
C -6.05 6.36 19.04
H -6.82 7.09 17.09
H -5.38 4.97 16.07
H -4.63 3.57 18.09
H -4.95 4.91 20.24
H -6.45 6.93 19.87
C -1.12 5.03 21.17
C -1.71 3.98 20.45
C -2.26 4.42 19.32
N -2.07 5.79 19.37
C -1.42 6.14 20.52
H -0.62 4.95 22.12
H -1.71 2.94 20.70
H -2.66 4.04 18.39
H -2.36 6.34 18.57
H -1.10 7.16 20.71
C -0.74 -0.01 20.69
C -1.29 0.49 19.46
C -0.46 0.12 18.49
N 0.56 -0.64 18.93
C 0.32 -0.80 20.33
H -1.16 0.11 21.68
H -2.05 1.23 19.31
H -0.62 0.28 17.43
H 1.31 -1.10 18.42
H 0.89 -1.53 20.89
*
```

Atomic partial charges in e from the Löwdin method, atoms 1 to 99: O 0.09; C -0.56; O 0.08; C 0.01; C -0.29; F 0.10; O 0.12; H 0.15; H 0.14; H 0.16; O 0.15; C -0.61; O 0.06; C -0.12; C -0.20; F 0.07; O 0.17; H 0.13; H 0.15; H 0.16; O 0.18; C -0.55; O 0.11; C -0.12; C -0.31; F 0.07; O 0.17; H 0.14; H 0.12; H 0.17; O 0.10; C -0.44; O 0.06; C -0.06; C -0.31; F 0.12; O 0.07; H 0.14; H 0.15; H 0.15; O 0.21; C -0.64; O 0.10; C -0.06; C -0.27; F 0.08; O 0.11; H 0.14; H 0.15; H 0.16; C -0.11; C -0.12; C -0.14; N 0.02; C -0.14; H 0.09; H 0.08; H 0.10; H 0.15; H 0.10; C -0.13; C -0.12; C -0.11; N 0.04; C -0.22; H 0.11; H 0.09; H 0.11; H 0.14; H 0.10; C -0.10; C -0.13; C -0.20; N 0.01; C -0.09; H 0.08; H 0.10; H 0.11; H 0.13; H 0.09; C -0.13; C -0.14; C -0.16; N 0.06; C -0.15; H 0.08; H 0.07; H 0.09; H 0.14; H 0.11; C -0.10; C -0.12; C -0.19; N 0.03; C -0.11; H 0.08; H 0.09; H 0.10; H 0.14


Least stable of them? model B.


Model A:
Density functional theory data (ωB97M-V with the def2-TZVPD basis set) for a cluster of 2 separate species, C2H8N3 in total.

## Properties
E_LUMO (spin up / spin down) = -5.719 / -6.673 eV
HOMO level (spin up / spin down) = -14.3 / -14.2 eV
Orbital gap (spin up / spin down) = 0.31401 / 0.27734 Ha

```
! RIJCOSX wB97M-V def2-TZVPD def2/J DEFGRID3
* xyz 1 1
C -0.93 0.49 -0.32
C 0.29 1.05 0.21
N 1.32 -0.96 -0.20
N 1.36 0.34 0.06
N -1.30 -0.86 0.21
H -1.82 1.15 -0.14
H -0.73 0.54 -1.47
H 0.47 2.03 0.72
H 0.42 -1.44 0.08
H 1.81 -1.35 -1.00
H 2.78 1.23 0.74
H -2.18 -1.25 -0.20
H -1.49 -0.96 1.28
*
```

The Löwdin scheme yields these atomic charges, measured in e: C -0.23; C -0.10; N 0.10; N -0.07; N -0.04; H 0.14; H 0.18; H 0.15; H 0.11; H 0.14; H 0.35; H 0.12; H 0.15


Model B:
Density functional theory data (ωB97M-V with the def2-TZVPD basis set) for a cluster of 2 separate species, C2H8N3 in total.

## Properties
E_LUMO (spin up / spin down) = -5.950 / -3.800 eV
HOMO level (spin up / spin down) = -12.2 / -14.5 eV
Orbital gap (spin up / spin down) = 0.23134 / 0.39455 Ha

```
! RIJCOSX wB97M-V def2-TZVPD def2/J DEFGRID3
* xyz 1 1
C -0.33 -1.11 0.03
C 2.83 0.41 -0.12
N 0.08 0.08 0.68
N -0.78 0.19 -0.39
N -2.18 0.56 0.01
H 0.33 -1.62 -0.67
H -1.01 -1.77 0.55
H 3.14 -0.34 0.58
H 2.66 0.16 -1.15
H 2.75 1.43 0.19
H -2.15 1.53 0.36
H -2.58 -0.05 0.75
H -2.77 0.52 -0.83
*
```

The Löwdin scheme yields these atomic charges, measured in e: C -0.17; C 0.16; N 0.11; N -0.11; N 0.23; H 0.12; H 0.12; H 0.01; H 0.00; H 0.00; H 0.18; H 0.18; H 0.18


Model C:
Density functional theory data (ωB97M-V with the def2-TZVPD basis set) for the ion C2H8N3 with charge +1.

## Properties
E_LUMO = -4.420 eV
HOMO level = -13.3 eV
Orbital gap = 0.32795 Ha
SMILES string = NC/C=[NH+]\N

```
! RIJCOSX wB97M-V def2-TZVPD def2/J DEFGRID3
* xyz 1 1
N 1.54 -1.51 -0.53
C 0.73 -0.63 0.13
C -0.65 -0.33 -0.30
N -1.30 0.76 -0.06
N -0.79 1.88 0.52
H 2.37 -1.66 -0.11
H 1.29 -2.21 -1.18
H 1.08 0.34 0.43
H 0.42 -1.12 1.21
H -1.14 -1.08 -0.82
H -2.24 0.85 -0.43
H 0.19 2.14 0.35
H -1.47 2.58 0.80
*
```

The Löwdin scheme yields these atomic charges, measured in e: N 0.06; C -0.26; C 0.02; N 0.01; N 0.10; H 0.06; H 0.10; H 0.10; H 0.21; H 0.13; H 0.19; H 0.14; H 0.14


Model D:
Density functional theory data (ωB97M-V with the def2-TZVPD basis set) for a cluster of 2 separate species, C2H8N3 in total.

## Properties
E_LUMO = -3.707 eV
HOMO level = -14.7 eV
Orbital gap = 0.40411 Ha

```
! RIJCOSX wB97M-V def2-TZVPD def2/J DEFGRID3
* xyz 1 1
C -1.94 -1.29 0.84
N -1.43 -0.13 0.86
H -1.46 -2.25 1.07
H -2.94 -1.51 0.43
H -2.26 0.47 0.86
H 0.61 -0.73 0.38
N 0.41 1.28 -0.95
C 1.49 0.56 -0.77
N 1.53 -0.46 0.05
H -0.41 1.23 -0.34
H 0.37 1.90 -1.75
H 2.35 0.92 -1.32
H 2.35 -0.66 0.59
*
```

The Löwdin scheme yields these atomic charges, measured in e: C -0.07; N -0.01; H 0.08; H 0.09; H 0.07; H 0.08; N 0.19; C -0.16; N 0.20; H 0.09; H 0.14; H 0.16; H 0.14


Least stable of them? model B.


Model A:
Density functional theory data (ωB97M-V with the def2-TZVPD basis set) for a structure of composition C4H8NO2S.

## Properties
E_LUMO = 3.848 eV
HOMO level = -3.4 eV
Orbital gap = 0.26659 Ha

```
! RIJCOSX wB97M-V def2-TZVPD def2/J DEFGRID3
* xyz -1 1
C -0.38 0.98 0.50
C -1.12 1.98 -0.46
C -0.39 -2.40 0.09
C 0.84 0.58 -0.16
N 1.76 -0.14 0.39
O 2.89 -0.42 -0.04
O -0.44 1.10 1.73
S -1.54 -1.04 -0.15
H -1.72 2.80 0.09
H -0.40 2.53 -1.14
H -1.74 1.45 -1.19
H 0.59 -2.04 0.60
H -0.26 -2.89 -0.88
H -0.93 -3.10 0.73
H 1.27 0.99 -1.50
H 1.59 -0.38 1.40
*
```

The Löwdin scheme yields these atomic charges, measured in e: C -0.76; C -0.12; C -0.57; C -0.13; N -0.25; O -0.16; O -0.08; S 0.48; H 0.09; H 0.06; H 0.02; H 0.03; H 0.00; H -0.02; H 0.24; H 0.18


Model B:
Density functional theory data (ωB97M-V with the def2-TZVPD basis set) for a structure of composition C4H8NO2S.

## Properties
E_LUMO = 3.732 eV
HOMO level = -3.8 eV
Orbital gap = 0.27791 Ha

```
! RIJCOSX wB97M-V def2-TZVPD def2/J DEFGRID3
* xyz -1 1
C 2.13 0.33 0.53
C -1.74 -0.21 0.86
C -0.59 0.43 -1.20
C -0.53 0.48 0.29
N 1.00 -0.47 0.76
O 2.15 1.46 1.02
O 1.02 -1.63 0.04
S 3.24 -0.37 -0.54
H -2.12 -1.15 0.52
H -1.64 -0.32 1.94
H -2.51 0.46 0.57
H -0.54 -0.74 -1.49
H 0.30 0.75 -1.70
H -1.58 0.88 -1.61
H -0.41 1.52 0.62
H 1.83 -1.43 -0.61
*
```

The Löwdin scheme yields these atomic charges, measured in e: C -1.06; C -0.11; C -0.13; C -0.27; N -0.12; O -0.11; O -0.24; S 0.56; H 0.06; H 0.07; H 0.05; H 0.11; H 0.05; H 0.10; H 0.12; H -0.09


Least stable of them? model A.